{"formula": "C27H47N6O4SZr", "method": "ωB97M-V with the def2-TZVPD basis set", "e_tot_ha": -2130.95775, "gap_ev": 5.75, "total_charge": 3, "multiplicity": 1, "lumo_ha": -0.37766, "symbols": ["Zr", "C", "C", "C", "C", "C", "C", "N", "C", "C", "N", "C", "C", "O", "O", "C", "C", "C", "C", "C", "C", "N", "C", "C", "N", "C", "C", "O", "O", "H", "H", "H", "H", "H", "H", "H", "H", "H", "H", "H", "H", "H", "H", "H", "H", "H", "H", "H", "H", "H", "H", "H", "H", "H", "H", "H", "H", "H", "H", "H", "H", "H", "H", "H", "H", "H", "H", "H", "N", "C", "S", "N", "C", "C", "C", "C", "C", "C", "H", "H", "H", "H", "H", "H", "H", "H"], "positions_angstrom": [[-0.603, 2.365, 0.731], [-3.317, 0.243, -2.846], [-2.211, 0.177, -1.797], [-0.797, -0.037, -2.396], [0.088, 0.931, -3.200], [-0.655, 1.957, -4.044], [1.039, 0.118, -4.071], [0.963, 1.778, -2.233], [2.053, 1.136, -1.384], [1.743, 0.360, -0.100], [1.315, 1.096, 1.142], [2.354, 2.113, 1.590], [1.547, 3.313, 1.167], [1.475, 3.606, -0.025], [0.507, 3.552, 1.946], [0.975, 0.081, 2.239], [2.216, -0.652, 2.732], [0.208, 0.727, 3.412], [-1.333, 0.623, 3.433], [-1.844, 1.179, 4.760], [-1.777, -0.826, 3.273], [-1.935, 1.544, 2.333], [-3.285, 1.168, 1.768], [-3.161, 0.433, 0.445], [-2.427, 1.182, -0.638], [-3.209, 2.407, -1.089], [-2.319, 3.432, -0.460], [-2.428, 3.712, 0.751], [-1.107, 3.494, -0.947], [-3.288, -0.680, -3.426], [-3.230, 1.065, -3.553], [-4.305, 0.289, -2.384], [-2.346, -0.782, -1.295], [-0.995, -0.855, -3.096], [-0.181, -0.536, -1.648], [-1.309, 1.440, -4.745], [0.040, 2.552, -4.640], [-1.258, 2.638, -3.442], [0.480, -0.285, -4.914], [1.475, -0.728, -3.537], [1.840, 0.737, -4.483], [1.452, 2.460, -2.820], [0.295, 2.367, -1.736], [2.768, 1.933, -1.199], [2.531, 0.413, -2.036], [2.685, -0.150, 0.115], [1.029, -0.451, -0.248], [3.292, 1.997, 1.056], [2.515, 2.061, 2.661], [0.342, -0.655, 1.736], [2.861, -0.013, 3.337], [2.801, -1.095, 1.925], [1.889, -1.476, 3.367], [0.516, 1.763, 3.576], [0.529, 0.205, 4.315], [-1.513, 0.548, 5.584], [-2.936, 1.195, 4.782], [-1.472, 2.190, 4.944], [-1.213, -1.420, 3.993], [-1.587, -1.259, 2.292], [-2.828, -0.962, 3.524], [-2.117, 2.416, 2.843], [-3.866, 2.082, 1.682], [-3.813, 0.522, 2.467], [-4.158, 0.151, 0.096], [-2.601, -0.490, 0.603], [-4.221, 2.421, -0.691], [-3.225, 2.495, -2.167], [-0.953, -5.110, 0.211], [-0.071, -4.137, 0.011], [-0.578, -2.510, 0.117], [1.200, -4.524, -0.198], [2.335, -3.724, -0.516], [2.353, -2.902, -1.637], [3.526, -2.235, -1.964], [4.666, -2.365, -1.178], [4.639, -3.198, -0.071], [3.478, -3.885, 0.255], [-1.903, -4.869, 0.433], [-0.704, -6.087, 0.182], [1.416, -5.489, 0.011], [1.485, -2.865, -2.283], [3.584, -1.661, -2.883], [5.582, -1.860, -1.456], [5.530, -3.338, 0.528], [3.463, -4.552, 1.109]]}

{"formula": "C27H47O18PS", "method": "ωB97M-V with the def2-TZVPD basis set", "e_tot_ha": -3150.99238, "gap_ev": 9.76, "smiles": "C[C@@]1(c2ccccc2)COS(=O)(=O)C[C@H]1P(=O)(O)O.CCOC(=O)OC.CCOC(=O)OC.CCOC(=O)OC.CCOC(=O)OC", "multiplicity": 1, "lumo_ha": 0.00066, "symbols": ["C", "C", "C", "C", "C", "C", "C", "C", "C", "O", "S", "O", "O", "C", "C", "P", "O", "O", "O", "H", "H", "H", "H", "H", "H", "H", "H", "H", "H", "H", "H", "H", "H", "H", "C", "C", "O", "C", "O", "O", "C", "H", "H", "H", "H", "H", "H", "H", "H", "C", "C", "O", "C", "O", "O", "C", "H", "H", "H", "H", "H", "H", "H", "H", "C", "C", "O", "C", "O", "O", "C", "H", "H", "H", "H", "H", "H", "H", "H", "C", "C", "O", "C", "O", "O", "C", "H", "H", "H", "H", "H", "H", "H", "H"], "positions_angstrom": [[1.383, 4.445, 1.926], [1.081, 4.944, 0.470], [-0.407, 5.344, 0.445], [-1.332, 4.546, 1.131], [-2.670, 4.845, 1.098], [-3.167, 5.936, 0.400], [-2.266, 6.729, -0.273], [-0.915, 6.425, -0.244], [2.062, 6.094, 0.234], [1.959, 6.736, -1.051], [2.242, 5.761, -2.287], [1.600, 6.365, -3.419], [3.634, 5.568, -2.557], [1.379, 4.206, -2.011], [1.244, 3.751, -0.529], [2.564, 2.551, -0.056], [3.816, 3.181, 0.371], [2.000, 1.465, 0.999], [2.895, 1.658, -1.384], [0.979, 5.218, 2.591], [2.468, 4.438, 2.085], [0.935, 3.477, 2.138], [-1.056, 3.653, 1.683], [-3.390, 4.210, 1.611], [-4.233, 6.147, 0.372], [-2.624, 7.576, -0.853], [-0.261, 7.079, -0.815], [1.934, 6.821, 1.043], [3.092, 5.718, 0.344], [1.843, 3.471, -2.672], [0.361, 4.374, -2.382], [0.301, 3.185, -0.473], [2.369, 1.682, 1.869], [2.021, 1.316, -1.653], [-6.982, 1.113, -1.952], [-7.227, 1.733, -0.592], [-6.662, 3.052, -0.510], [-7.367, 4.014, -1.104], [-8.416, 3.879, -1.679], [-6.694, 5.162, -0.969], [-7.291, 6.271, -1.643], [-5.918, 1.133, -2.195], [-7.331, 0.081, -1.969], [-7.502, 1.666, -2.735], [-6.729, 1.139, 0.173], [-8.288, 1.756, -0.346], [-8.334, 6.391, -1.357], [-7.204, 6.144, -2.722], [-6.740, 7.161, -1.348], [5.901, -4.721, -1.704], [5.695, -4.133, -0.325], [6.237, -2.808, -0.242], [5.492, -1.846, -0.794], [4.421, -2.000, -1.328], [6.142, -0.694, -0.665], [5.492, 0.418, -1.298], [6.955, -4.675, -1.986], [5.572, -5.760, -1.733], [5.345, -4.165, -2.458], [6.231, -4.733, 0.410], [4.643, -4.136, -0.039], [4.464, 0.512, -0.974], [5.541, 0.309, -2.382], [6.031, 1.318, -1.014], [-10.101, -2.927, 1.445], [-9.992, -1.769, 2.416], [-8.965, -1.997, 3.393], [-7.718, -1.793, 2.972], [-7.389, -1.430, 1.871], [-6.889, -2.079, 3.978], [-5.504, -1.993, 3.638], [-10.235, -3.865, 1.985], [-10.945, -2.781, 0.771], [-9.195, -3.024, 0.847], [-10.921, -1.669, 2.975], [-9.820, -0.825, 1.898], [-5.267, -1.026, 3.198], [-5.236, -2.798, 2.955], [-4.940, -2.108, 4.560], [8.005, -11.559, 0.760], [7.855, -10.983, -0.632], [7.492, -9.596, -0.590], [8.488, -8.751, -0.321], [9.638, -9.047, -0.128], [7.983, -7.515, -0.284], [8.932, -6.514, 0.090], [7.102, -11.379, 1.347], [8.187, -12.633, 0.712], [8.834, -11.093, 1.291], [7.045, -11.490, -1.155], [8.760, -11.121, -1.223], [9.822, -6.557, -0.534], [9.197, -6.627, 1.140], [8.460, -5.544, -0.048]]}